No. 1
Below is one molecule with the formula C21H22BrN3OS in a non-equilibrium geometry, with properties calculated with wB97M-V/def2-TZVPD.

Last column: natural (NBO) charge in e.
CARTESIAN COORDINATES (ANGSTROEM)
C 0.38 5.72 2.91  -0.28
O -0.53 4.62 3.23  -0.52
C 0.17 3.48 3.46  0.32
C 0.59 3.32 4.84  -0.23
C 1.18 2.11 5.18  -0.23
C 1.38 1.12 4.23  -0.09
Br 2.60 -0.34 4.63  0.05
C 0.86 1.31 2.94  -0.13
C 0.26 2.47 2.57  -0.18
C -0.11 2.62 1.11  0.10
N 0.36 1.86 0.15  -0.45
C -0.24 2.22 -1.03  0.12
C 0.19 1.67 -2.39  -0.23
N 0.26 0.21 -2.70  -0.44
C -1.05 -0.36 -2.86  -0.23
C -0.86 -1.75 -3.54  -0.21
N -0.04 -2.72 -2.82  -0.49
C -0.50 -3.84 -1.96  0.19
C -0.96 -3.42 -0.66  -0.26
C -1.30 -4.41 0.23  -0.20
C -1.15 -5.79 -0.09  -0.23
C -0.68 -6.16 -1.38  -0.21
C -0.33 -5.23 -2.34  -0.24
C 1.23 -2.09 -2.38  -0.23
C 1.15 -0.63 -1.88  -0.24
C -1.25 3.19 -1.07  -0.47
S -1.58 3.55 0.58  0.42
H 0.58 6.05 3.93  0.18
H -0.05 6.52 2.26  0.21
H 1.37 5.61 2.54  0.20
H 0.46 4.15 5.54  0.23
H 1.52 2.02 6.25  0.23
H 0.97 0.48 2.32  0.23
H -0.55 2.01 -3.06  0.20
H 1.21 1.98 -2.59  0.20
H -1.65 0.23 -3.52  0.20
H -1.61 -0.48 -1.86  0.16
H -1.80 -2.27 -3.54  0.20
H -0.43 -1.67 -4.52  0.19
H -1.01 -2.41 -0.28  0.23
H -1.75 -4.11 1.24  0.21
H -1.50 -6.55 0.62  0.22
H -0.51 -7.22 -1.51  0.21
H -0.06 -5.48 -3.39  0.24
H 1.85 -2.15 -3.27  0.19
H 1.76 -2.56 -1.56  0.22
H 0.85 -0.48 -0.76  0.17
H 2.08 -0.05 -1.88  0.21
H -1.74 3.65 -1.96  0.26

Calculated values
SMILES string = COc1ccc(Br)cc1-c1nc(CN2CCN(c3ccccc3)CC2)cs1
calculated total energy = -4024.9990 Ha
frontier orbital gap = 7.99 eV
LUMO = 0.12 eV
spin multiplicity = 1
total charge = 0

---

No. 2
Below is one molecule with the formula C24H29N7, with properties calculated with wB97M-V/def2-TZVPD.

Last column: natural (NBO) charge in e.
CARTESIAN COORDINATES (ANGSTROEM)
N -3.31 -4.46 1.31  -0.78
C -2.85 -3.33 0.74  0.60
N -1.86 -3.46 -0.15  -0.58
C -1.50 -2.33 -0.73  0.49
C -0.39 -2.38 -1.75  -0.26
N 0.55 -1.31 -1.52  -0.43
C 1.48 -1.13 -2.62  -0.22
C 2.33 0.11 -2.36  -0.22
N 3.08 -0.06 -1.13  -0.44
C 4.00 1.03 -0.87  -0.25
C 4.96 0.69 0.23  0.06
C 5.26 1.60 1.23  -0.23
C 6.16 1.27 2.24  -0.21
C 6.75 0.02 2.25  -0.22
C 6.45 -0.90 1.26  -0.20
C 5.56 -0.57 0.26  -0.24
C 2.15 -0.25 -0.03  -0.22
C 1.29 -1.48 -0.29  -0.23
N -2.02 -1.14 -0.49  -0.58
C -2.97 -1.10 0.45  0.62
N -3.51 0.09 0.78  -0.42
C -4.67 0.12 1.65  -0.22
C -5.83 0.78 0.90  -0.40
C -5.47 2.23 0.65  -0.42
C -4.04 2.38 0.17  -0.07
C -3.64 3.61 -0.33  -0.19
C -2.35 3.82 -0.76  -0.23
C -1.43 2.78 -0.69  -0.20
C -1.81 1.55 -0.19  -0.23
C -3.12 1.33 0.23  0.21
N -3.43 -2.18 1.08  -0.60
H -3.96 -4.38 2.07  0.40
H -2.81 -5.31 1.15  0.41
H 0.07 -3.38 -1.71  0.19
H -0.84 -2.24 -2.74  0.22
H 0.91 -0.99 -3.54  0.20
H 2.15 -2.00 -2.73  0.17
H 3.04 0.25 -3.18  0.20
H 1.67 0.99 -2.31  0.17
H 4.57 1.20 -1.79  0.21
H 3.47 1.97 -0.64  0.17
H 4.80 2.57 1.23  0.21
H 6.39 1.99 3.01  0.21
H 7.45 -0.24 3.03  0.21
H 6.91 -1.88 1.27  0.21
H 5.31 -1.27 -0.52  0.23
H 2.73 -0.39 0.89  0.21
H 1.50 0.63 0.09  0.17
H 0.58 -1.61 0.53  0.21
H 1.94 -2.37 -0.33  0.17
H -4.43 0.70 2.55  0.19
H -4.90 -0.91 1.92  0.25
H -5.99 0.25 -0.04  0.21
H -6.75 0.71 1.49  0.21
H -5.58 2.81 1.57  0.21
H -6.14 2.67 -0.09  0.22
H -4.36 4.41 -0.38  0.21
H -2.06 4.79 -1.16  0.21
H -0.41 2.93 -1.02  0.21
H -1.10 0.75 -0.16  0.25

Calculated values
SMILES string = Nc1nc(CN2CCN(Cc3ccccc3)CC2)nc(N2CCCc3ccccc32)n1
calculated total energy = -1315.3016 Ha
frontier orbital gap = 8.83 eV
LUMO = 0.86 eV
spin multiplicity = 1
total charge = 0

---

No. 3
Below is a 2-piece molecular cluster, C9H21NSi overall in a non-equilibrium geometry, with properties calculated with wB97M-V/def2-TZVPD.

Last column: natural (NBO) charge in e.
CARTESIAN COORDINATES (ANGSTROEM)
C 0.47 0.09 -2.80  -0.36
C 0.82 -0.79 -1.88  -0.67
C -2.61 0.90 -0.56  -0.59
C 0.42 2.30 0.74  -0.60
C 2.86 1.40 0.75  -0.61
C 2.41 -2.85 0.24  -0.40
C -3.26 -0.27 0.16  -0.49
C -2.40 -1.03 1.11  -0.31
C 1.32 1.03 0.89  -0.71
N 1.87 -1.62 0.83  -1.09
Si 0.80 -0.54 0.02  1.47
H 0.36 -0.27 -3.77  0.18
H 0.44 1.23 -2.69  0.19
H 0.80 -1.78 -2.13  0.20
H -3.01 1.82 -0.13  0.20
H -1.56 0.80 -0.49  0.20
H -2.83 0.87 -1.71  0.21
H -0.49 2.03 1.23  0.21
H 0.92 3.20 1.12  0.21
H 0.04 2.61 -0.26  0.20
H 3.15 1.42 -0.29  0.21
H 3.59 0.88 1.37  0.20
H 2.95 2.42 1.00  0.21
H 2.21 -2.87 -0.82  0.19
H 3.46 -2.79 0.39  0.20
H 1.93 -3.73 0.84  0.19
H -3.98 0.20 0.72  0.21
H -3.76 -0.98 -0.44  0.21
H -2.21 -1.99 0.92  0.16
H -1.80 -0.58 1.87  0.17
H 1.21 0.85 1.91  0.23
H 2.54 -1.04 1.38  0.39

Calculated values
calculated total energy = -699.5743 Ha
frontier orbital gap (alpha / beta) = 7.82 / 7.02 eV
LUMO (alpha / beta) = 0.25 / 0.67 eV
spin multiplicity = 1
total charge = 0

---

No. 4
Below is one molecule with the formula C5H9N in a non-equilibrium geometry, with properties calculated with wB97M-V/def2-TZVPD.

Last column: natural (NBO) charge in e.
CARTESIAN COORDINATES (ANGSTROEM)
C -1.91 0.24 -0.03  -0.63
C -0.66 -0.66 0.02  -0.39
C 0.69 0.00 0.44  -0.33
C 1.87 -0.43 -0.44  -0.59
C 0.58 1.46 0.44  0.30
N 0.35 2.60 0.41  -0.34
H -2.58 0.05 0.82  0.21
H -1.65 1.29 0.02  0.23
H -2.47 0.07 -0.95  0.22
H -0.84 -1.49 0.70  0.21
H -0.51 -1.10 -0.97  0.21
H 0.92 -0.27 1.48  0.24
H 1.93 -1.52 -0.47  0.22
H 1.74 -0.07 -1.47  0.22
H 2.82 -0.04 -0.06  0.22

Calculated values
SMILES string = CC[C@@H](C)C#N
calculated total energy = -250.6539 Ha
frontier orbital gap = 12.31 eV
LUMO = 0.93 eV
spin multiplicity = 1
total charge = 0

---

No. 5
Below is one molecule with the formula C26H34N4O2, with properties calculated with wB97M-V/def2-TZVPD.

Last column: natural (NBO) charge in e.
CARTESIAN COORDINATES (ANGSTROEM)
C -4.23 -1.87 0.42  -0.64
C -2.90 -2.05 -0.25  -0.03
C -2.04 -3.05 0.18  -0.20
C -0.82 -3.27 -0.44  -0.22
C -0.46 -2.49 -1.53  -0.23
C -1.30 -1.48 -1.95  -0.24
C -2.51 -1.23 -1.32  0.08
C -3.40 -0.13 -1.84  -0.55
C -3.94 0.84 -0.79  0.70
O -5.14 1.00 -0.65  -0.64
N -3.04 1.55 -0.07  -0.45
C -3.50 2.39 1.02  -0.23
C -3.06 1.79 2.36  -0.40
C -1.54 1.60 2.37  -0.39
C -1.08 0.77 1.18  -0.22
C 0.44 0.63 1.11  -0.39
C 0.98 -0.41 2.11  -0.50
C 2.49 -0.31 2.15  0.70
O 3.04 0.40 2.97  -0.64
N 3.21 -1.02 1.24  -0.45
C 2.69 -1.87 0.19  -0.23
C 3.51 -1.61 -1.09  -0.22
N 3.95 -0.24 -1.12  -0.41
C 3.09 0.78 -1.46  0.40
C 1.94 0.59 -2.24  -0.33
C 1.17 1.68 -2.57  -0.15
C 1.54 2.94 -2.13  -0.32
C 2.70 3.04 -1.38  0.08
N 3.45 2.01 -1.06  -0.49
C 4.96 0.01 -0.10  -0.24
C 4.64 -0.81 1.16  -0.25
C -1.60 1.44 -0.11  -0.21
H -4.45 -2.74 1.05  0.22
H -5.02 -1.75 -0.30  0.23
H -4.22 -0.99 1.06  0.23
H -2.33 -3.67 1.01  0.21
H -0.17 -4.06 -0.10  0.21
H 0.47 -2.69 -2.05  0.21
H -1.01 -0.88 -2.80  0.21
H -2.87 0.44 -2.61  0.23
H -4.29 -0.57 -2.30  0.25
H -4.59 2.44 0.96  0.25
H -3.09 3.39 0.90  0.19
H -3.37 2.45 3.17  0.21
H -3.55 0.82 2.50  0.20
H -1.24 1.12 3.31  0.21
H -1.06 2.58 2.33  0.20
H -1.53 -0.23 1.24  0.21
H 0.72 0.34 0.10  0.21
H 0.91 1.59 1.32  0.22
H 0.63 -1.41 1.85  0.21
H 0.63 -0.17 3.11  0.23
H 2.78 -2.93 0.49  0.19
H 1.64 -1.65 0.01  0.23
H 2.92 -1.85 -1.98  0.21
H 4.41 -2.23 -1.11  0.21
H 1.65 -0.39 -2.58  0.21
H 0.28 1.55 -3.18  0.21
H 0.95 3.82 -2.38  0.22
H 3.05 4.00 -1.02  0.19
H 4.95 1.08 0.11  0.26
H 5.94 -0.28 -0.50  0.19
H 5.14 -1.78 1.15  0.18
H 4.95 -0.27 2.06  0.26
H -1.28 0.87 -0.98  0.22
H -1.18 2.44 -0.18  0.20

Calculated values
SMILES string = Cc1ccccc1CC(=O)N1CCC[C@H](CCC(=O)N2CCN(c3ccccn3)CC2)C1
calculated total energy = -1380.7130 Ha
frontier orbital gap = 8.76 eV
LUMO = 0.61 eV
spin multiplicity = 1
total charge = 0

---

No. 6
Below is C19H30F9NO2P2Ti as an isolated structure in a non-equilibrium geometry, with properties calculated with wB97M-V/def2-TZVPD.

Last column: natural (NBO) charge in e.
CARTESIAN COORDINATES (ANGSTROEM)
Ti -0.04 -0.12 -0.10  1.51
P 2.50 -0.22 -0.75  0.92
P -2.59 0.01 -0.44  0.93
N -0.05 0.85 -1.77  -0.83
H 1.25 -2.81 1.35  0.15
C 3.19 -1.70 -1.57  -0.93
H 4.29 -1.66 -1.58  0.23
H 2.80 -1.75 -2.60  0.25
H 2.86 -2.60 -1.03  0.25
C 3.49 -0.17 0.78  -0.95
H 4.55 -0.33 0.55  0.22
H 3.12 -0.96 1.44  0.25
H 3.33 0.80 1.28  0.25
C 3.21 1.17 -1.70  -0.93
H 4.31 1.18 -1.64  0.23
H 2.80 2.10 -1.29  0.25
H 2.90 1.08 -2.75  0.25
C -3.55 -1.38 -1.12  -0.93
H -4.63 -1.19 -0.99  0.23
H -3.27 -2.30 -0.58  0.25
H -3.31 -1.49 -2.18  0.24
C -3.28 0.12 1.24  -0.94
H -4.38 0.13 1.20  0.22
H -2.91 1.04 1.71  0.25
H -2.93 -0.74 1.83  0.25
C -3.25 1.52 -1.22  -0.94
H -4.32 1.63 -1.01  0.23
H -3.07 1.46 -2.30  0.25
H -2.70 2.38 -0.81  0.25
C -0.05 1.61 -2.88  0.08
C -0.01 1.94 -5.36  -0.21
C -0.04 1.11 -4.25  -0.24
C -0.03 3.06 -2.81  -0.18
C -0.01 3.88 -3.93  -0.24
C 0.01 3.34 -5.22  -0.24
H 0.00 1.52 -6.38  0.21
H -0.06 0.03 -4.41  0.21
H -0.05 3.52 -1.82  0.20
H 0.01 4.97 -3.80  0.21
H 0.03 3.99 -6.10  0.21
C 0.19 -3.00 1.04  0.11
O -0.15 -1.98 0.07  -0.84
C 0.10 -4.42 0.53  -0.63
H -0.14 -5.11 1.35  0.21
H 1.08 -4.77 0.17  0.20
H -0.67 -4.56 -0.26  0.22
C -0.60 -2.91 2.33  -0.64
H -1.55 -3.46 2.28  0.20
H -0.81 -1.88 2.55  0.23
H 0.03 -3.36 3.12  0.21
F -2.08 1.42 3.71  -0.31
C -1.14 0.51 4.07  0.97
F -0.91 0.67 5.40  -0.31
F -1.72 -0.72 3.90  -0.32
C 0.11 0.62 3.14  0.01
O -0.18 0.25 1.81  -0.83
C 0.52 2.07 3.01  0.98
F 0.59 2.82 4.14  -0.31
F 1.75 2.16 2.39  -0.32
F -0.37 2.69 2.18  -0.31
C 1.17 -0.27 3.89  0.97
F 2.17 0.46 4.46  -0.31
F 0.71 -1.15 4.83  -0.31
F 1.74 -1.07 2.93  -0.32

Calculated values
calculated total energy = -3378.2662 Ha
frontier orbital gap (alpha / beta) = 7.59 / 6.19 eV
LUMO (alpha / beta) = 0.56 / -0.43 eV
spin multiplicity = 1
total charge = 0

---

Which of these has the highest calculated total energy?
C5H9N